# 1
Molecular formula: C9H19AlBCaCl5F7N2O8PS2
Method: DFT, ωB97M-V/def2-TZVPD

The geometry in XYZ format:
```
56
Properties=species:S:1:pos:R:3:mulliken_charge:R:1
O 3.924 0.343 0.945 -0.60
S 2.481 -0.075 0.681 0.84
O 2.104 0.567 -0.643 -0.57
C 2.493 -1.921 0.622 -0.62
C 1.053 -2.607 0.617 -0.13
C -0.169 -1.885 -0.106 -0.71
N -1.502 -2.135 0.538 0.41
O -2.739 -1.770 0.082 -0.30
B -2.855 -0.305 0.211 0.87
O -2.424 0.459 -0.958 -0.40
O -3.322 0.351 1.378 -0.45
C -1.425 -2.805 1.702 -0.13
S 0.287 -3.178 2.215 -0.01
H 1.746 0.457 1.745 0.11
H 3.149 -2.239 -0.247 0.41
H 3.023 -2.277 1.578 0.41
H 1.214 -3.588 0.046 0.49
H 0.008 -0.812 -0.440 0.35
H -0.303 -2.413 -1.119 0.14
H -2.538 -0.139 -1.746 0.50
H -3.128 -0.265 2.122 0.30
H -2.324 -3.115 2.338 0.42
C 1.437 0.571 -3.545 0.28
Cl 0.408 1.746 -4.383 -0.14
Cl 0.484 -0.831 -3.037 0.02
Cl 2.783 0.071 -4.573 -0.11
H 1.844 1.047 -2.655 0.11
C -2.098 3.403 2.327 -0.60
C -1.228 3.165 3.560 0.78
O -0.279 3.990 3.744 -0.63
O -1.555 2.174 4.249 -0.86
H -1.763 4.279 1.764 0.40
H -2.051 2.533 1.670 -0.21
H -3.138 3.561 2.629 0.37
F -2.423 -2.096 -3.451 -0.30
P -2.557 -3.421 -4.394 0.85
F -0.970 -3.242 -4.197 -0.30
F -3.520 -4.027 -3.250 -0.33
F -3.883 -2.731 -5.015 -0.33
F -2.285 -5.005 -4.467 -0.32
F -2.278 -3.388 -5.979 -0.31
O -0.268 0.868 6.633 -0.43
H -0.635 1.302 5.813 0.44
H -0.911 0.899 7.379 0.50
H 0.597 1.257 6.893 0.48
Al -1.967 5.508 4.095 0.64
C 5.870 2.065 -1.193 -0.51
C 6.751 2.068 -2.401 0.22
N 7.440 2.071 -3.348 -0.36
H 6.285 2.726 -0.431 0.31
H 4.872 2.415 -1.460 0.19
H 5.796 1.057 -0.786 0.16
Cl -4.161 1.288 -1.660 -0.02
F -2.050 2.947 -4.705 -0.71
Cl 0.417 -0.723 8.059 -0.28
Ca -3.523 1.832 -5.272 1.67
```

Calculated values
- net charge = +2
- M (g mol⁻¹) = 766.49


# 2
Molecular formula: C29H71IO10P
Method: DFT, ωB97M-V/def2-TZVPD

The geometry in XYZ format:
```
112
Properties=species:S:1:pos:R:3:mulliken_charge:R:1
C 4.237 1.589 1.607 -1.17
C 4.174 1.050 0.171 -0.33
C 2.836 0.436 -0.284 -1.16
I 2.036 -0.789 1.349 -0.16
P 1.521 1.776 -0.853 1.63
C 0.902 0.758 -2.347 -1.56
C 0.301 -0.629 -2.058 0.49
C -1.230 -0.593 -1.861 -0.43
C -1.638 -0.274 -0.439 -0.46
O -3.086 -0.359 -0.255 -0.26
C -3.784 0.538 -1.015 0.52
C -3.446 2.004 -0.857 -0.47
O -4.653 0.157 -1.763 -0.65
O 2.690 2.524 -1.941 -0.60
C 2.608 3.931 -1.872 -0.29
C 1.163 4.279 -1.349 -0.10
O 0.417 3.125 -1.247 -0.50
H 4.976 2.397 1.644 0.20
H 4.580 0.834 2.314 0.32
H 3.293 2.027 1.920 0.39
H 4.941 0.284 0.036 0.33
H 4.442 1.880 -0.483 0.16
H 3.001 -0.274 -1.094 0.67
H 2.079 2.633 0.183 -0.10
H 0.526 1.234 0.018 -0.44
H 1.699 0.722 -3.087 0.63
H 0.108 1.359 -2.798 0.24
H 0.461 -1.252 -2.940 -0.21
H 0.781 -1.156 -1.231 -0.03
H -1.614 -1.594 -2.083 0.28
H -1.646 0.111 -2.585 0.31
H -1.319 0.718 -0.131 0.08
H -1.204 -1.015 0.227 0.30
H -4.105 2.563 -1.514 0.31
H -2.415 2.210 -1.154 -0.05
H -3.581 2.347 0.168 0.34
H 2.843 4.364 -2.848 0.33
H 3.358 4.277 -1.143 0.23
H 0.738 4.984 -2.065 -0.06
H 1.327 4.796 -0.393 0.22
C 0.388 0.698 5.869 -1.22
C -0.299 1.887 5.213 0.42
C -1.650 1.494 4.631 -1.18
O 0.533 2.439 4.199 -0.50
H 0.573 -0.087 5.131 0.26
H 1.354 0.995 6.280 0.32
H -0.222 0.279 6.673 0.38
H -0.436 2.681 5.950 0.29
H -1.524 0.731 3.859 0.25
H -2.128 2.357 4.165 0.33
H -2.316 1.098 5.400 0.37
H 0.666 1.747 3.538 0.24
C -1.740 6.099 -1.614 -1.14
C -3.089 5.672 -2.169 0.65
C -3.629 6.681 -3.173 -1.53
O -4.030 5.486 -1.110 -0.55
H -1.831 7.055 -1.087 0.36
H -1.369 5.362 -0.904 0.30
H -1.005 6.212 -2.409 0.30
H -2.989 4.698 -2.649 0.23
H -3.776 7.653 -2.694 0.35
H -4.595 6.356 -3.562 0.38
H -2.941 6.811 -4.010 0.37
H -4.136 6.330 -0.660 0.33
C 1.335 -3.529 -6.613 -1.32
C 1.555 -3.895 -5.152 0.43
C 1.524 -5.403 -4.944 -1.34
O 0.580 -3.262 -4.331 -0.43
H 0.353 -3.876 -6.948 0.33
H 1.362 -2.446 -6.741 0.32
H 2.096 -3.976 -7.254 0.39
H 2.516 -3.502 -4.820 0.28
H 0.548 -5.806 -5.230 0.35
H 1.685 -5.645 -3.893 0.32
H 2.291 -5.902 -5.539 0.38
H -0.289 -3.583 -4.595 0.27
C 9.608 1.891 1.336 -1.42
C 8.229 1.488 1.840 0.50
C 8.321 0.455 2.953 -1.26
O 7.435 0.991 0.771 -0.43
H 10.129 1.023 0.922 0.36
H 9.521 2.632 0.541 0.34
H 10.219 2.309 2.138 0.38
H 7.704 2.371 2.208 0.25
H 8.803 -0.456 2.587 0.33
H 7.324 0.182 3.300 0.29
H 8.896 0.832 3.801 0.38
H 7.863 0.205 0.417 0.30
C -5.251 -3.721 3.835 -1.16
C -4.788 -2.316 3.479 0.44
C -4.623 -2.145 1.977 -0.88
O -3.560 -2.028 4.147 -0.51
H -4.513 -4.458 3.504 0.16
H -5.361 -3.829 4.915 0.34
H -6.208 -3.955 3.362 0.35
H -5.510 -1.588 3.855 0.27
H -3.869 -2.837 1.592 0.08
H -4.285 -1.140 1.737 0.20
H -5.563 -2.331 1.452 0.39
H -2.902 -2.651 3.822 0.33
C -4.821 -7.186 1.088 -1.46
C -4.365 -5.777 0.737 0.84
C -4.198 -5.593 -0.763 -1.30
O -3.139 -5.480 1.406 -0.51
H -4.079 -7.920 0.760 0.35
H -4.932 -7.293 2.167 0.34
H -5.774 -7.424 0.613 0.37
H -5.092 -5.056 1.110 0.10
H -3.436 -6.278 -1.148 0.35
H -3.869 -4.578 -0.987 0.24
H -5.132 -5.782 -1.293 0.37
H -2.472 -6.099 1.093 0.31
```

Calculated values
- net charge = -1
- M (g mol⁻¹) = 737.75


# 3
Molecular formula: C30H45BiCl2N2P
Method: DFT, ωB97M-V/def2-TZVPD

The geometry in XYZ format:
```
81
Properties=species:S:1:pos:R:3:mulliken_charge:R:1
P -0.289 0.992 -1.422 -0.13
C -1.901 0.346 -1.912 0.50
C -2.446 1.043 -3.156 -0.57
C -3.915 0.618 -3.316 -0.85
C -4.112 -0.909 -3.310 -0.76
C -3.401 -1.646 -2.168 -0.91
C -1.954 -1.187 -2.001 -0.66
C 1.117 0.241 -2.232 0.20
C 1.064 0.545 -3.723 -0.86
C 2.384 0.050 -4.336 -0.82
C 2.767 -1.386 -3.939 -0.72
C 2.567 -1.743 -2.457 -0.73
C 1.233 -1.259 -1.915 -0.36
C -0.235 2.809 -1.296 0.52
C -1.355 3.261 -0.345 -0.39
C -1.326 4.774 -0.104 -0.90
C 0.051 5.309 0.315 -0.64
C 1.216 4.749 -0.527 -0.91
C 1.163 3.241 -0.829 -0.62
H -2.522 0.637 -1.035 0.09
H -1.867 0.757 -4.049 0.19
H -2.361 2.138 -3.073 0.27
H -4.311 1.024 -4.252 0.38
H -4.491 1.051 -2.482 0.36
H -5.182 -1.157 -3.268 0.38
H -3.748 -1.315 -4.262 0.31
H -3.922 -1.481 -1.212 0.40
H -3.397 -2.725 -2.361 0.41
H -1.520 -1.646 -1.100 0.09
H -1.368 -1.524 -2.871 0.30
H 2.007 0.765 -1.820 0.67
H 3.182 0.729 -4.002 0.37
H 0.942 1.629 -3.893 0.28
H 0.202 0.051 -4.192 0.18
H 2.332 0.121 -5.423 0.38
H 3.821 -1.569 -4.185 0.38
H 2.188 -2.087 -4.550 0.29
H 2.630 -2.823 -2.298 0.42
H 3.351 -1.279 -1.845 0.40
H 1.136 -1.430 -0.828 -0.20
H 0.412 -1.794 -2.397 0.14
H -0.433 3.165 -2.329 0.48
H -2.332 2.976 -0.756 0.26
H -1.274 2.712 0.608 -0.08
H -1.636 5.282 -1.030 0.36
H -2.073 5.031 0.662 0.37
H 0.221 5.088 1.377 0.32
H 0.045 6.403 0.222 0.35
H 2.167 4.992 -0.037 0.38
H 1.214 5.283 -1.492 0.36
H 1.890 3.008 -1.623 0.28
H 1.462 2.634 0.049 0.04
Bi -0.451 0.081 2.736 1.00
Cl 1.985 0.413 1.718 -0.66
Cl -2.931 0.531 1.597 -0.67
C -0.634 -2.096 2.240 -1.69
H -1.679 -2.209 1.925 0.01
C 0.202 -3.198 1.913 1.29
C 1.645 -3.142 1.830 -0.23
C 2.397 -4.296 1.650 -0.61
C 1.782 -5.561 1.476 -0.41
C 0.382 -5.617 1.378 -0.43
C -0.395 -4.474 1.566 -0.54
H 2.141 -2.161 1.886 0.27
H 3.493 -4.259 1.634 0.34
H -0.112 -6.568 1.147 0.33
H -1.485 -4.506 1.447 0.31
H 2.373 -6.479 1.397 0.34
N -0.306 -1.919 5.571 -0.25
C 0.434 -0.832 5.927 0.79
C 0.950 -0.605 7.222 -0.82
C 1.658 0.562 7.466 -0.16
C 1.801 1.495 6.426 -0.80
C 1.277 1.216 5.185 -0.06
N 0.612 0.064 4.930 -0.03
H -0.554 -2.073 4.582 0.10
H -0.495 -2.646 6.255 0.21
H 0.750 -1.349 7.980 0.31
H 2.088 0.770 8.441 0.39
H 2.310 2.454 6.565 0.34
H 1.375 1.911 4.334 0.30
```

Calculated values
- net charge = -1
- M (g mol⁻¹) = 744.56


| no. | E_HOMO (eV) | frontier orbital gap (eV) |
| --- | --- | --- |
| 1 | -13.27 | 1.41 |
| 2 | -4.33 | 6.54 |
| 3 | -3.03 | 5.58 |